Run P
Entry from the OMol25 dataset: the molecule C4H2N2O (ωB97M-V with the def2-TZVPD basis set).

## Properties
* structure (SMILES): C=C(C#N)OC#N
* Kohn-Sham gap: 10.4 eV
* lowest unoccupied orbital energy: -0.64 eV

Cartesian coordinates (Å):
C (-1.315, 1.373, -0.241)
C (1.214, -0.379, 1.431)
C (-0.084, -0.643, -0.913)
C (-0.332, 0.402, -0.078)
N (-2.064, 2.167, -0.599)
N (1.859, -1.323, 1.604)
O (0.552, 0.662, 1.126)
H (0.704, -1.368, -0.516)
H (-0.535, -0.891, -1.812)

***

Run Q
Entry from the OMol25 dataset: the molecule C4H2N2O (ωB97M-V with the def2-TZVPD basis set).

## Properties
* structure (SMILES): N#CC#CC(N)=O
* Kohn-Sham gap: 10.5 eV
* lowest unoccupied orbital energy: -0.43 eV

Cartesian coordinates (Å):
N (1.149, -0.717, 1.323)
C (0.107, 0.150, 1.274)
O (-0.389, 0.707, 2.229)
C (-0.385, 0.350, -0.102)
C (-0.783, 0.470, -1.234)
C (-1.206, 0.556, -2.549)
N (-1.541, 0.596, -3.658)
H (1.507, -1.162, 0.494)
H (1.541, -0.950, 2.223)

***

Q: What are the energies relative to the best structure? A: run P 0.0402; run Q 0.0000, in hartree.